# C4H3NO2

One molecule with the formula C4H3NO2 (ωB97M-V/def2-TZVPD, OMol25).

Summary:
HOMO energy	-10.01	eV
2S+1	1
total energy	-359.42896	Eh
lowest unoccupied orbital energy	-0.0037	hartree
energy relative to the best compared isomer or geometry (same formula, charge and spin)	26.0	kcal/mol
Kohn-Sham gap	9.9	eV

Cartesian coordinates (Å):
O1 2.81 0.63 0.57
C1 2.03 0.10 -0.17
C2 0.55 0.06 -0.04
N1 -0.13 -0.87 -0.63
C3 -1.44 -0.62 -0.26
C4 -1.47 0.48 0.52
O2 -0.19 0.92 0.68
H1 2.33 -0.49 -1.06
H2 -2.24 -1.28 -0.57
H3 -2.25 1.07 0.97

=====

# C2H6N2S2

One molecule with the formula C2H6N2S2 (ωB97M-V/def2-TZVPD, OMol25).

Summary:
HOMO energy	-8.69	eV
2S+1	1
total energy	-985.65555	Eh
lowest unoccupied orbital energy	0.0190	hartree
energy relative to the best compared isomer or geometry (same formula, charge and spin)	17.5	kcal/mol
Kohn-Sham gap	9.2	eV

Cartesian coordinates (Å):
N1 1.55 1.59 -0.14
N2 0.41 0.87 0.06
C1 0.42 -0.45 0.13
S1 1.63 -1.47 -0.29
C2 -0.97 -1.01 0.50
S2 -2.45 -0.15 -0.27
H1 2.12 1.57 0.69
H2 2.02 1.10 -0.89
H3 -0.46 1.36 -0.03
H4 -1.14 -0.98 1.60
H5 -1.01 -2.07 0.24
H6 -2.11 -0.37 -1.60

=====

# C2H3I3O

C2H3I3O as an isolated structure (ωB97M-V/def2-TZVPD, OMol25).

Summary:
HOMO energy	-9.23	eV
2S+1	1
total energy	-1046.26951	Eh
lowest unoccupied orbital energy	-0.0369	hartree
energy relative to the best compared isomer or geometry (same formula, charge and spin)	19.1	kcal/mol
Kohn-Sham gap	8.2	eV

Cartesian coordinates (Å):
C1 -1.35 -0.15 0.18
C2 1.10 0.15 -0.07
O1 -0.09 0.25 0.71
I1 2.64 -0.01 1.44
I2 1.28 -1.52 -1.50
I3 1.38 2.02 -1.12
H1 -1.23 -0.59 -0.81
H2 -2.12 0.70 0.23
H3 -1.62 -0.85 0.95

=====

# C21H14F6FeN4O7PSSe

C21H14F6FeN4O7PSSe as an isolated structure (ωB97M-V/def2-TZVPD, OMol25).

Summary:
HOMO energy (alpha / beta)	-2.12 / -3.78	eV
2S+1	6
total energy	-6558.50977	Eh
charge	-2
lowest unoccupied orbital energy (alpha / beta)	0.1554 / 0.1421	hartree
energy relative to the best compared isomer or geometry (same formula, charge and spin)	13.4	kcal/mol
Kohn-Sham gap (alpha / beta)	6.3 / 7.7	eV

Cartesian coordinates (Å):
Fe1 -0.12 1.03 -0.58
O1 -1.26 -5.97 0.14
C1 -0.62 -5.51 -0.81
O2 -0.02 -6.09 -1.73
C2 -0.60 -3.94 -0.90
C3 0.18 -3.27 -1.82
C4 0.08 -1.89 -1.93
N1 -0.76 -1.19 -1.16
C5 -1.53 -1.81 -0.27
C6 -1.47 -3.19 -0.11
C7 -2.47 -0.94 0.45
C8 -3.31 -1.42 1.45
C9 -4.16 -0.53 2.09
C10 -4.18 0.79 1.68
C11 -3.31 1.18 0.67
N2 -2.48 0.34 0.08
C12 0.82 -1.09 -2.92
C13 1.54 -1.65 -3.98
C14 2.19 -0.80 -4.87
C15 2.07 0.57 -4.70
C16 1.33 1.04 -3.62
N3 0.74 0.23 -2.76
H1 0.86 -3.85 -2.43
H2 -2.07 -3.73 0.62
H3 -3.31 -2.46 1.73
H4 -4.80 -0.88 2.91
H5 -4.83 1.51 2.15
H6 -3.29 2.20 0.31
H7 1.60 -2.72 -4.10
H8 2.77 -1.22 -5.68
H9 2.55 1.26 -5.37
H10 1.20 2.09 -3.42
O3 -0.36 0.58 1.65
N4 0.15 1.16 2.69
C17 -0.09 0.64 3.90
C18 0.42 1.20 5.05
C19 1.20 2.36 4.95
C20 1.43 2.90 3.72
C21 0.91 2.30 2.55
S1 1.22 2.95 1.02
H11 -0.70 -0.25 3.90
H12 0.21 0.74 6.00
H13 1.61 2.82 5.84
H14 2.00 3.80 3.57
F1 1.91 -0.10 -0.15
P1 3.57 0.08 -0.35
F2 5.16 0.26 -0.54
F3 3.77 -1.34 0.38
F4 3.27 1.48 -1.09
F5 3.47 -0.68 -1.78
F6 3.64 0.83 1.08
O4 -0.64 3.82 0.82
Se1 -1.24 4.06 -0.74
O5 -0.78 5.48 -1.31
O6 -0.65 2.85 -1.66
O7 -2.82 4.00 -0.62

=====

# C3H8N2O2

An isolated ion of composition C3H8N2O2 and charge +1 (ωB97M-V/def2-TZVPD, OMol25).

Summary:
HOMO energy (alpha / beta)	-15.06 / -14.64	eV
2S+1	2
total energy	-378.73197	Eh
charge	+1
lowest unoccupied orbital energy (alpha / beta)	-0.1435 / -0.3386	hartree
energy relative to the best compared isomer or geometry (same formula, charge and spin)	51.9	kcal/mol
Kohn-Sham gap (alpha / beta)	11.2 / 5.4	eV

Cartesian coordinates (Å):
C1 -0.41 -0.74 -0.68
N1 0.99 -1.02 -0.45
C2 1.82 -0.43 0.59
O1 2.37 0.75 0.33
O2 1.92 -1.06 1.58
C3 -1.09 0.20 0.41
N2 -1.52 1.50 -0.01
H1 -0.97 -1.68 -0.73
H2 -0.60 -0.32 -1.67
H3 1.00 -2.02 -0.23
H4 1.69 1.37 0.03
H5 -1.86 -0.33 0.96
H6 -0.31 0.43 1.14
H7 -2.24 1.40 -0.73
H8 -0.78 1.96 -0.53

=====

# C3H9N3O

A 2-piece molecular cluster, C3H9N3O overall (ωB97M-V/def2-TZVPD, OMol25).

Summary:
HOMO energy	-9.44	eV
2S+1	1
total energy	-359.18694	Eh
lowest unoccupied orbital energy	0.0330	hartree
energy relative to the best compared isomer or geometry (same formula, charge and spin)	36.1	kcal/mol
Kohn-Sham gap	10.3	eV

Cartesian coordinates (Å):
H1 -0.15 -1.74 -2.38
N1 0.18 -1.14 -1.61
C1 1.11 -1.75 -0.99
N2 1.88 -1.14 -0.03
H2 1.35 -2.79 -1.25
H3 1.34 -0.35 0.38
H4 2.23 -1.80 0.67
N3 0.35 1.36 0.87
C2 -0.93 1.42 0.06
C3 -1.88 0.43 0.81
O1 -3.06 0.71 0.95
H5 0.95 2.05 0.41
H6 0.22 1.70 1.81
H7 -0.71 1.14 -0.98
H8 -1.41 2.41 0.05
H9 -1.46 -0.50 1.22

=====

# C19H24N2O3

One molecule with the formula C19H24N2O3 (ωB97M-V/def2-TZVPD, OMol25).

Summary:
HOMO energy	-8.20	eV
2S+1	1
total energy	-1073.65454	Eh
lowest unoccupied orbital energy	0.0121	hartree
energy relative to the best compared isomer or geometry (same formula, charge and spin)	47.2	kcal/mol
Kohn-Sham gap	8.5	eV

Cartesian coordinates (Å):
C1 -2.65 -3.86 0.70
C2 -3.49 -3.56 -0.54
C3 -4.06 -2.14 -0.56
C4 -3.00 -1.04 -0.64
C5 -2.70 -0.42 0.73
N1 -1.67 0.58 0.64
C6 -0.36 0.38 0.86
C7 0.36 1.54 0.64
C8 1.78 1.75 0.79
O1 2.33 2.83 0.63
C9 2.57 0.51 1.21
O2 2.13 -0.27 2.05
N2 3.77 0.32 0.63
C10 4.36 1.08 -0.45
C11 4.52 0.17 -1.67
O3 5.29 -0.98 -1.36
C12 4.70 -1.71 -0.31
C13 4.55 -0.86 0.95
C14 -0.60 2.53 0.23
C15 -0.51 3.86 -0.14
C16 -1.66 4.53 -0.50
C17 -2.90 3.88 -0.49
C18 -3.02 2.56 -0.13
C19 -1.86 1.88 0.23
H1 -1.73 -3.27 0.71
H2 -2.36 -4.91 0.71
H3 -3.21 -3.66 1.61
H4 -4.32 -4.27 -0.58
H5 -2.88 -3.72 -1.43
H6 -4.71 -2.07 -1.44
H7 -4.69 -1.99 0.32
H8 -3.35 -0.24 -1.29
H9 -2.08 -1.44 -1.06
H10 -2.36 -1.19 1.43
H11 -3.60 0.04 1.14
H12 0.00 -0.57 1.21
H13 5.35 1.43 -0.13
H14 3.76 1.95 -0.69
H15 3.52 -0.13 -2.03
H16 5.05 0.68 -2.47
H17 3.71 -2.08 -0.62
H18 5.36 -2.56 -0.13
H19 5.54 -0.55 1.31
H20 4.03 -1.41 1.73
H21 0.45 4.36 -0.14
H22 -1.61 5.57 -0.78
H23 -3.78 4.44 -0.77
H24 -3.98 2.07 -0.12

=====

# C9H13MoN

C9H13MoN as an isolated structure (ωB97M-V/def2-TZVPD, OMol25).

Summary:
HOMO energy (alpha / beta)	-5.87 / -7.12	eV
2S+1	3
total energy	-473.37895	Eh
lowest unoccupied orbital energy (alpha / beta)	0.0300 / -0.0011	hartree
Kohn-Sham gap (alpha / beta)	6.7 / 7.1	eV

Cartesian coordinates (Å):
C1 0.90 -1.21 -1.77
C2 -0.50 -1.16 -2.04
C3 -1.18 -1.86 -1.00
C4 -0.19 -2.35 -0.08
C5 1.09 -1.94 -0.54
Mo1 -0.09 0.00 0.08
C6 -1.58 1.60 -0.88
C7 -0.36 1.93 -1.46
C8 0.49 2.56 -2.21
N1 1.39 0.93 0.29
H1 -2.27 -2.05 -0.94
H2 -0.97 -0.71 -2.93
H3 -0.39 -2.98 0.80
H4 2.06 -2.24 -0.12
H5 1.70 -0.84 -2.43
H6 -2.29 0.95 -1.43
H7 2.21 1.56 0.36
H8 -1.95 2.12 0.04
H9 0.30 3.39 -2.96
H10 1.55 2.26 -2.18
C9 -0.81 -0.30 2.08
H11 -0.71 0.87 2.12
H12 -1.20 -0.27 3.15
H13 -0.85 -1.45 2.11